ORCA calculation (ωB97M-V with the def2-TZVPD basis set) on a structure of composition C28H35BF4Ge2N2O4RhS.

```
! wB97M-V def2-TZVPD RIJCOSX def2/J DEFGRID3
* xyz 1 5
Rh 1.028 0.461 -0.435
C 2.633 -2.089 2.529
C 2.446 -0.697 3.115
Ge 0.986 0.338 2.020
C 0.645 1.844 3.357
C -0.764 1.981 3.936
C -0.696 -0.644 1.992
C -1.057 -1.827 1.527
Ge -0.354 -1.650 -0.350
C -1.937 -0.874 -1.249
C -2.998 -1.901 -1.584
C 0.373 -3.420 -1.035
C -0.583 -4.258 -1.824
C -1.508 -3.175 1.944
C -2.777 -3.715 1.785
C -3.084 -5.038 2.062
C -2.115 -5.866 2.602
C -0.877 -5.299 2.889
C -0.519 -4.022 2.526
H 2.368 -2.885 3.276
H 3.688 -2.287 2.334
H 1.983 -2.327 1.666
H 3.347 -0.020 2.954
H 2.080 -0.578 4.151
H 0.929 2.772 2.752
H 1.421 1.561 4.003
H -1.345 2.393 3.065
H -0.833 2.777 4.709
H -1.061 0.991 4.372
H -1.346 0.150 2.288
H -1.579 -0.395 -2.178
H -2.334 -0.130 -0.565
H -3.965 -1.610 -1.147
H -2.837 -2.896 -1.085
H -3.173 -2.044 -2.628
H 0.808 -3.955 -0.161
H 1.227 -3.074 -1.565
H -1.655 -4.330 -1.423
H -0.233 -5.288 -1.971
H -0.710 -3.864 -2.881
H -3.586 -3.016 1.527
H -4.114 -5.443 1.878
H -2.474 -6.912 2.827
H -0.192 -5.897 3.441
H 0.431 -3.624 2.895
S 3.066 -0.612 -0.480
C 3.757 0.619 -1.453
N 4.134 1.730 -0.755
C 4.593 2.881 -1.306
C 4.817 2.866 -2.660
C 4.591 1.676 -3.389
C 4.017 0.597 -2.829
H 3.968 1.695 0.262
H 4.572 3.827 -0.770
H 5.119 3.719 -3.306
H 4.960 1.646 -4.431
H 3.651 -0.255 -3.443
O 1.205 2.736 -0.804
C -0.076 2.713 -0.652
O -0.729 1.614 -0.486
C -0.901 3.923 -0.733
C -0.469 5.181 -1.224
C -1.382 6.154 -1.511
C -2.740 5.884 -1.400
C -3.105 4.663 -0.847
C -2.212 3.733 -0.388
N -4.506 4.345 -0.591
O -5.346 5.226 -0.862
O -4.698 3.123 -0.302
H 0.582 5.298 -1.490
H -1.095 7.088 -1.910
H -3.462 6.528 -1.873
H -2.546 2.794 0.102
F 1.704 0.060 -4.852
B 0.912 -0.292 -3.783
F -0.253 -0.953 -4.263
F 1.719 -1.165 -3.006
F 0.466 0.745 -2.906
*
```

Properties
- LUMO level (alpha / beta): -0.157 / -0.217 Eh
- Relative energy (zero: lowest compared OMol25 entry of this formula, charge and spin): 220.7 kJ/mol
- Calculated total energy: -179185.7169 eV
- Highest occupied orbital energy (alpha / beta): -9.77 / -11.88 eV